Below is a structure of composition C32H44N4O2SSi2W at a distorted geometry, with properties calculated with ωB97M-V with the def2-TZVPD basis set.

Positions of all 86 atoms, in Å:
W  0.41735  0.07418  0.17871
C  3.40075  -1.60072  1.97111
Si  3.68965  0.19408  1.38171
C  3.28355  1.41748  2.79011
C  5.56235  0.32768  0.99921
C  2.55315  0.54148  -0.09719
C  2.15695  1.96378  -0.24099
C  2.91435  3.10828  -0.30669
C  2.28445  4.33928  -0.51989
C  0.89905  4.36648  -0.63719
C  0.18115  3.19588  -0.51619
N  0.79055  2.00708  -0.31799
Si  3.01075  -0.13672  -1.81029
C  1.60155  0.22868  -3.06189
C  4.60475  0.67528  -2.49479
C  3.33175  -2.02472  -1.79549
H  4.15435  -1.90312  2.69041
H  3.43605  -2.30212  1.14581
H  2.42755  -1.69442  2.44311
H  3.63715  1.04268  3.74611
H  2.20625  1.55398  2.85521
H  3.73295  2.39288  2.63091
H  6.14065  0.22738  1.91231
H  5.83495  1.27318  0.54481
H  5.87865  -0.46242  0.32771
H  3.98275  3.04148  -0.18509
H  2.86075  5.24748  -0.59599
H  0.37945  5.29658  -0.80799
H  -0.90325  3.19168  -0.56709
H  1.22195  1.24388  -2.94109
H  0.76595  -0.46232  -2.95709
H  1.95425  0.13998  -4.08679
H  4.55805  1.75768  -2.43659
H  4.77805  0.40828  -3.53269
H  5.47215  0.35338  -1.93019
H  2.55965  -2.57702  -1.27119
H  4.28055  -2.24992  -1.32329
H  3.37305  -2.41102  -2.80839
N  0.16925  0.44508  1.96331
C  -0.76915  0.95618  2.74571
C  -0.68725  1.10768  4.14961
C  -1.74085  1.63878  4.86141
C  -2.90715  2.04368  4.22671
C  -3.01135  1.91438  2.84621
C  -1.97235  1.39038  2.12051
H  0.21725  0.80158  4.65601
H  -1.65535  1.75018  5.93461
H  -3.72335  2.45518  4.80081
H  -3.91345  2.22358  2.33541
H  -2.02595  1.29448  1.03331
C  -6.92235  1.41278  0.51381
C  -5.63885  0.93268  -0.09699
C  -4.96485  -0.15462  0.43941
C  -3.78315  -0.61772  -0.11799
C  -3.02715  -1.74772  0.51671
C  -3.27905  0.01688  -1.25549
C  -3.92795  1.12248  -1.80319
C  -3.33265  1.84668  -2.97389
C  -5.10195  1.56388  -1.21179
C  -1.99365  -0.50952  -1.82669
O  -1.96525  -1.31602  -2.77529
O  -0.92605  -0.14702  -1.22959
H  -7.03375  1.03038  1.52631
H  -7.77275  1.06818  -0.07649
H  -6.95195  2.50058  0.54001
H  -5.36255  -0.65312  1.31191
H  -3.62755  -2.24342  1.27761
H  -2.11675  -1.35762  0.99941
H  -2.73105  -2.48562  -0.23149
H  -2.44135  2.39128  -2.65679
H  -4.04025  2.56028  -3.39049
H  -3.03235  1.14218  -3.74709
H  -5.60755  2.42268  -1.62979
C  1.04265  -5.37642  0.52641
N  0.47505  -4.74252  -0.62829
C  0.19875  -5.33092  -1.83649
C  -0.28125  -4.36722  -2.65299
N  -0.28895  -3.18422  -1.96149
C  0.16355  -3.42022  -0.70769
S  0.37845  -2.40262  0.63281
H  0.87005  -6.44802  0.46381
H  0.58615  -4.97992  1.43381
H  2.11685  -5.18302  0.57991
H  0.35935  -6.37572  -2.00459
H  -0.60825  -4.41732  -3.66899
H  -0.82595  -2.35742  -2.32719

* frontier orbital gap (alpha / beta): 5.64 / 5.63 eV
* highest occupied orbital energy (alpha / beta): -5.792 / -5.807 eV
* energy: -72373.1981 eV

And the Mulliken charges, in e, turn out to be: W 0.0738; C -0.9908; Si 0.4454; C -0.9769; C -1.2607; C 2.5832; C -2.0306; C -0.4402; C -0.7128; C -1.1893; C -0.0485; N 0.1809; Si 0.3162; C -0.9627; C -1.1839; C -0.6677; H 0.5198; H 0.1845; H 0.2175; H 0.4275; H 0.0588; H 0.3190; H 0.3577; H 0.3460; H 0.3120; H 0.5692; H 0.4983; H 0.4279; H 0.4546; H 0.2685; H 0.1007; H 0.6096; H 0.3340; H 0.3988; H 0.2903; H -0.1596; H 0.3744; H 0.3968; N -0.0739; C 0.3400; C -0.3918; C -0.6006; C -0.5785; C -0.9339; C 0.6699; H 0.4670; H 0.3800; H 0.3928; H 0.4249; H -0.0775; C -1.8011; C 0.7341; C -1.1025; C 0.9141; C -1.2089; C 0.9378; C 1.1255; C -1.4667; C -0.9654; C -0.5601; O -0.8076; O -0.0877; H 0.3613; H 0.3998; H 0.4102; H 0.3324; H 0.4689; H -0.0681; H 0.2830; H 0.1520; H 0.4350; H 0.3114; H 0.3978; C -0.9127; N 0.2048; C -0.3936; C -0.6415; N 0.5989; C -0.1328; S -0.5221; H 0.3190; H 0.3704; H 0.3076; H 0.4577; H 0.4957; H 0.1930

Below is a cluster of 7 separate species, C32H45F18NO14 in total at a distorted geometry, with properties calculated with ωB97M-V with the def2-TZVPD basis set.

Positions of all 110 atoms, in Å:
O  -2.15300  -4.48683  -1.55677
C  -2.67023  -3.57843  -2.04876
N  -2.17595  -2.22483  -2.12493
C  -2.74797  -1.60597  -3.33386
C  -3.48298  -2.79923  -4.02198
C  -4.03331  -3.48908  -2.75287
C  -4.72666  -4.80737  -3.06924
C  -6.20733  -4.90128  -2.62421
C  -6.95592  -3.57469  -2.55027
C  -8.46873  -3.77364  -2.38485
O  -9.11481  -3.81967  -3.65787
H  -2.48711  -1.65074  -1.35457
H  -3.58065  -0.93511  -3.09250
H  -2.02839  -1.05685  -3.93053
H  -2.64763  -3.37343  -4.43024
H  -4.20204  -2.55122  -4.79158
H  -4.54250  -2.76275  -2.12574
H  -4.64020  -5.09374  -4.11205
H  -4.18552  -5.58187  -2.52065
H  -6.30567  -5.47026  -1.70379
H  -6.72027  -5.50490  -3.37718
H  -6.64267  -3.08355  -1.63183
H  -6.71866  -2.89314  -3.36691
H  -8.66436  -4.66645  -1.80196
H  -8.87005  -2.91765  -1.83664
H  -9.05745  -2.92503  -4.00035
C  0.32469  -0.17488  -0.69952
C  -0.35629  0.83176  0.20239
O  0.51285  1.94623  0.48914
C  0.57853  2.89434  -0.43382
O  -0.00929  2.91506  -1.47417
C  1.50667  4.01538  0.05216
F  2.64100  3.52288  0.59298
F  0.90734  4.76186  0.99373
F  1.84720  4.83423  -0.94440
H  1.27212  -0.49517  -0.26874
H  -0.30887  -1.04773  -0.84619
H  0.54582  0.25746  -1.67584
H  -0.59249  0.37928  1.15429
H  -1.29458  1.18193  -0.22951
C  5.06166  3.96555  -0.87317
C  6.14269  5.02250  -0.80521
O  7.45301  4.44351  -0.96865
C  7.83568  4.20839  -2.21718
O  7.20019  4.43022  -3.20433
C  9.26114  3.63983  -2.22064
F  9.42304  2.68607  -1.29251
F  10.16195  4.61084  -1.96337
F  9.57409  3.10443  -3.40131
H  5.25321  3.17526  -0.14618
H  4.10238  4.40377  -0.67463
H  5.03360  3.49950  -1.85926
H  6.14383  5.49277  0.17639
H  5.98215  5.80873  -1.54230
C  -8.26235  -1.33765  3.96872
C  -7.51728  -0.46073  2.98769
O  -6.37390  -1.16153  2.45899
C  -6.61594  -2.00895  1.46845
O  -7.68146  -2.23872  0.97791
C  -5.30139  -2.64616  1.00040
F  -4.53632  -3.03326  2.02969
F  -4.57493  -1.77184  0.27098
F  -5.52996  -3.71827  0.23968
H  -7.58780  -1.69419  4.74812
H  -9.08121  -0.79055  4.43456
H  -8.67256  -2.21542  3.47018
H  -7.12683  0.42313  3.48820
H  -8.16465  -0.11717  2.18156
C  -4.94636  -6.69982  2.20591
C  -5.63656  -7.45460  3.32282
O  -6.80775  -6.74964  3.77691
C  -7.90728  -6.91798  3.05003
O  -8.00613  -7.59246  2.06919
C  -9.06953  -6.13908  3.68123
F  -8.69373  -4.89980  4.04383
F  -9.52587  -6.76164  4.78124
F  -10.09303  -6.02002  2.83543
H  -4.71722  -5.68035  2.51894
H  -4.01970  -7.19862  1.92434
H  -5.58406  -6.63271  1.32420
H  -4.97842  -7.53034  4.18620
H  -5.89783  -8.46849  3.02191
C  12.81145  5.94304  -3.38914
C  12.07857  6.95710  -2.53643
O  12.95156  8.04178  -2.16692
C  13.11676  8.99521  -3.07651
O  12.61260  9.03047  -4.15941
C  14.03036  10.09298  -2.51392
F  15.10301  9.57557  -1.89478
F  13.36659  10.84583  -1.61910
F  14.46864  10.89989  -3.48122
H  13.71161  5.59688  -2.87945
H  12.17178  5.08710  -3.59764
H  13.12415  6.38065  -4.33721
H  11.75593  6.49786  -1.60535
H  11.18880  7.33600  -3.03834
C  3.17693  2.63787  5.34712
C  2.76380  1.24931  5.78684
O  2.12591  0.53545  4.71192
C  2.93759  -0.03825  3.83035
O  4.13148  -0.01333  3.85146
C  2.10914  -0.79020  2.78070
F  1.06961  -0.05092  2.34782
F  1.61051  -1.92927  3.28798
F  2.84572  -1.11425  1.71790
H  2.32116  3.18021  4.94299
H  3.58498  3.19764  6.18809
H  3.93217  2.59293  4.56259
H  2.02597  1.31279  6.58427
H  3.61006  0.68028  6.17009

* frontier orbital gap: 9.66 eV
* highest occupied orbital energy: -9.456 eV
* structure (SMILES): O=C1NCC[C@H]1CCCCO.CCOC(=O)C(F)(F)F.CCOC(=O)C(F)(F)F.CCOC(=O)C(F)(F)F.CCOC(=O)C(F)(F)F.CCOC(=O)C(F)(F)F.CCOC(=O)C(F)(F)F
* energy: -112984.9869 eV

Mulliken atomic charge list, values in e, 99 entries: O -0.5214; C -0.0849; N -0.2557; C -0.6400; C -0.9746; C 1.2000; C -1.2731; C -0.5791; C 0.3529; C -0.8690; O -0.5507; H 0.2052; H 0.2310; H 0.4863; H 0.3724; H 0.3727; H 0.0043; H 0.4022; H 0.2816; H 0.2250; H 0.4823; H -0.2979; H 0.3616; H 0.3764; H 0.3457; H 0.3393; C -0.9722; C -0.4888; O -0.1840; C 0.1891; O -0.5186; C 1.0148; F -0.2273; F -0.2650; F -0.2633; H 0.2594; H 0.2958; H 0.3203; H 0.4775; H 0.4162; C -0.7226; C -0.3629; O -0.3146; C 0.3177; O -0.5012; C 0.9029; F -0.2491; F -0.2309; F -0.2502; H 0.2975; H 0.0615; H 0.3600; H 0.3498; H 0.3314; C -1.0449; C -0.2413; O -0.2951; C 0.1153; O -0.4961; C 1.0653; F -0.2791; F -0.2942; F -0.1491; H 0.2990; H 0.4051; H 0.2658; H 0.3276; H 0.3104; C -0.8183; C -0.3562; O -0.3249; C 0.3856; O -0.5171; C 0.8766; F -0.2353; F -0.2579; F -0.2458; H 0.1682; H 0.4410; H 0.1978; H 0.3524; H 0.3336; C -1.0875; C -0.1036; O -0.3312; C 0.3249; O -0.5019; C 0.8838; F -0.2439; F -0.2516; F -0.2391; H 0.3032; H 0.3140; H 0.3499; H 0.2564; H 0.3222; C -1.1206; C -0.2134; O -0.3290

> Among the records above, which one has the lowest energy?

C32H45F18NO14